# C42H42F6O12S3

9 unconnected molecules or ions with the total composition C42H42F6O12S3 in a non-equilibrium geometry (wB97M-V/def2-TZVPD, the OMol25 dataset).

**SMILES**: O=S1(=O)OCCO1.O=S1(=O)OCCO1.O=S1(=O)OCCO1.Fc1ccccc1.Fc1ccccc1.Fc1ccccc1.Fc1ccccc1.Fc1ccccc1.Fc1ccccc1
**LUMO energy**: 0.27 eV
**Electronic energy**: -4322.122865 a.u.
**HOMO**: -9.02 eV
**Gap between HOMO and LUMO**: 9.28 eV

Bonds (Å) are listed after each position.
Element x y z (Å)
1 F 4.962 -0.057 0.596  C2 1.321
2 C 4.582 1.127 0.150  F1 1.321, C3 1.406, C7 1.369
3 C 4.965 1.416 -1.172  C2 1.406, C4 1.364, H8 1.074
4 C 4.565 2.566 -1.788  C3 1.364, C5 1.373, H9 1.052
5 C 3.701 3.386 -1.104  C4 1.373, C6 1.409, H10 1.074
6 C 3.325 3.131 0.230  C5 1.409, C7 1.424, H11 1.100
7 C 3.748 1.935 0.876  C2 1.369, C6 1.424, H12 1.071
8 H 5.595 0.751 -1.731  C3 1.074
9 H 4.917 2.686 -2.772  C4 1.052
10 H 3.365 4.301 -1.555  C5 1.074
11 H 2.814 3.845 0.893  C6 1.100
12 H 3.430 1.788 1.888  C7 1.071
13 F -5.145 0.007 -3.213  C14 1.384
14 C -4.434 1.188 -3.345  F13 1.384, C15 1.416, C19 1.389
15 C -5.030 2.352 -3.887  C14 1.416, C16 1.405, H20 1.066
16 C -4.208 3.485 -4.009  C15 1.405, C17 1.363, H21 1.077
17 C -2.872 3.339 -3.780  C16 1.363, C18 1.416, H22 1.055
18 C -2.301 2.149 -3.270  C17 1.416, C19 1.386, H23 1.096
19 C -3.101 1.055 -2.978  C14 1.389, C18 1.386, H24 1.169
20 H -6.039 2.361 -4.232  C15 1.066
21 H -4.633 4.426 -4.314  C16 1.077
22 H -2.217 4.156 -3.904  C17 1.055
23 H -1.222 2.096 -3.085  C18 1.096
24 H -2.709 0.076 -2.474  C19 1.169
25 F 0.508 -9.783 0.608  C26 1.357
26 C -0.229 -8.811 1.203  F25 1.357, C27 1.401, C31 1.360
27 C -0.703 -9.099 2.490  C26 1.401, C28 1.420, H32 1.096
28 C -1.447 -8.078 3.138  C27 1.420, C29 1.372, H33 1.078
29 C -1.767 -6.912 2.489  C28 1.372, C30 1.397, H34 1.057
30 C -1.354 -6.720 1.169  C29 1.397, C31 1.426, H35 1.080
31 C -0.565 -7.698 0.496  C26 1.360, C30 1.426, H36 1.037
32 H -0.428 -10.038 2.983  C27 1.096
33 H -1.753 -8.169 4.167  C28 1.078
34 H -2.370 -6.143 2.891  C29 1.057
35 H -1.504 -5.770 0.679  C30 1.080
36 H -0.256 -7.548 -0.483  C31 1.037
37 F 2.458 2.850 -4.920  C38 1.344
38 C 1.991 1.590 -4.927  F37 1.344, C39 1.382, C43 1.361
39 C 1.084 1.189 -5.890  C38 1.382, C40 1.395, H44 1.098
40 C 0.517 -0.081 -5.779  C39 1.395, C41 1.393, H45 1.106
41 C 0.877 -0.929 -4.735  C40 1.393, C42 1.393, H46 1.085
42 C 1.846 -0.508 -3.827  C41 1.393, C43 1.343, H47 1.062
43 C 2.342 0.736 -3.927  C38 1.361, C42 1.343, H48 1.112
44 H 0.802 1.883 -6.693  C39 1.098
45 H -0.321 -0.320 -6.460  C40 1.106
46 H 0.478 -1.928 -4.596  C41 1.085
47 H 2.163 -1.191 -3.079  C42 1.062
48 H 3.063 1.048 -3.140  C43 1.112
49 F -0.197 3.278 -1.362  C50 1.405
50 C 0.183 3.999 -0.218  F49 1.405, C51 1.382, C55 1.417
51 C -0.019 3.455 1.037  C50 1.382, C52 1.403, H56 1.136
52 C 0.393 4.097 2.214  C51 1.403, C53 1.363, H57 1.072
53 C 0.895 5.362 2.133  C52 1.363, C54 1.415, H58 1.111
54 C 1.067 5.982 0.872  C53 1.415, C55 1.410, H59 1.117
55 C 0.764 5.287 -0.317  C50 1.417, C54 1.410, H60 1.102
56 H -0.459 2.409 1.070  C51 1.136
57 H 0.329 3.565 3.143  C52 1.072
58 H 1.170 5.986 3.010  C53 1.111
59 H 1.446 7.032 0.838  C54 1.117
60 H 0.821 5.746 -1.317  C55 1.102
61 F 2.401 -5.239 -0.114  C62 1.379
62 C 2.914 -4.477 0.915  F61 1.379, C63 1.391, C67 1.388
63 C 4.109 -3.787 0.735  C62 1.391, C64 1.347, H68 1.097
64 C 4.606 -3.128 1.800  C63 1.347, C65 1.398, H69 1.124
65 C 4.015 -3.170 3.066  C64 1.398, C66 1.377, H70 1.108
66 C 2.781 -3.761 3.226  C65 1.377, C67 1.411, H71 1.111
67 C 2.227 -4.437 2.120  C62 1.388, C66 1.411, H72 1.120
68 H 4.468 -3.751 -0.301  C63 1.097
69 H 5.573 -2.621 1.532  C64 1.124
70 H 4.356 -2.453 3.839  C65 1.108
71 H 2.206 -3.666 4.172  C66 1.111
72 H 1.294 -5.027 2.316  C67 1.120
73 C -4.540 4.017 0.070  C74 1.530, O79 1.466, H80 1.105, H81 1.058
74 C -3.067 3.841 0.446  C73 1.530, O75 1.446, H82 1.100, H83 1.110
75 O -3.040 3.895 1.891  C74 1.446, S76 1.607
76 S -4.397 3.331 2.541  O75 1.607, O77 1.419, O78 1.438, O79 1.555
77 O -4.719 4.273 3.553  S76 1.419
78 O -4.363 1.944 2.920  S76 1.438
79 O -5.258 3.572 1.268  C73 1.466, S76 1.555
80 H -4.969 3.399 -0.740  C73 1.105
81 H -4.756 5.026 -0.162  C73 1.058
82 H -2.416 4.685 0.174  C74 1.100
83 H -2.634 2.891 0.067  C74 1.110
84 C -2.630 -0.527 4.394  C85 1.469, O90 1.506, H91 1.077, H92 1.130
85 C -2.013 -1.696 3.752  C84 1.469, O86 1.499, H93 1.102, H94 1.025
86 O -0.588 -1.306 3.500  C85 1.499, S87 1.539
87 S -0.264 0.103 4.025  O86 1.539, O88 1.464, O89 1.390, O90 1.575
88 O -0.498 1.033 2.918  S87 1.464
89 O 0.942 0.169 4.713  S87 1.390
90 O -1.481 0.222 5.018  C84 1.506, S87 1.575
91 H -3.253 -0.753 5.242  C84 1.077
92 H -3.215 0.193 3.750  C84 1.130
93 H -2.421 -2.051 2.792  C85 1.102
94 H -1.999 -2.529 4.350  C85 1.025
95 C -0.318 0.333 -0.684  C96 1.518, O101 1.438, H102 1.100, H103 1.111
96 C 1.107 -0.011 -0.291  C95 1.518, O97 1.493, H104 1.091, H105 1.107
97 O 1.346 -1.426 -0.705  C96 1.493, S98 1.539
98 S 0.005 -2.160 -0.884  O97 1.539, O99 1.416, O100 1.430, O101 1.611
99 O -0.510 -2.597 0.361  S98 1.416
100 O 0.120 -3.159 -1.901  S98 1.430
101 O -0.717 -0.828 -1.432  C95 1.438, S98 1.611
102 H -0.485 1.212 -1.324  C95 1.100
103 H -0.962 0.528 0.200  C95 1.111
104 H 1.308 0.017 0.781  C96 1.091
105 H 1.855 0.545 -0.889  C96 1.107